[1]
{
  "formula": "C46H41BrLaN8O7S2",
  "method": "the ωB97M-V functional and the def2-TZVPD basis",
  "total_energy_ev": -167199.72230,
  "charge": -1,
  "homo_ha": -0.11494,
  "species": ["N", "C", "H", "C", "O", "N", "C", "C", "H", "C", "C", "C", "H", "C", "S", "C", "C", "N", "C", "H", "O", "O", "O", "H", "C", "C", "N", "H", "H", "C", "C", "Br", "C", "C", "H", "C", "H", "H", "H", "H", "H", "H", "C", "H", "H", "C", "C", "C", "C", "N", "C", "H", "C", "H", "C", "C", "C", "C", "H", "H", "C", "H", "N", "H", "H", "O", "C", "C", "C", "H", "C", "H", "C", "H", "La", "C", "C", "H", "H", "H", "H", "C", "S", "C", "H", "C", "H", "H", "C", "H", "H", "C", "N", "C", "H", "O", "N", "H", "H", "C", "C", "H", "H", "O", "H", "C"],
  "xyz": [[7.955, -1.548, 2.286], [-0.622, -5.484, 1.081], [3.005, 2.091, 1.295], [-1.359, -1.485, 5.516], [8.657, -1.055, 1.397], [-1.105, -0.587, 2.913], [-5.420, -0.902, -1.600], [6.560, -1.331, 2.236], [1.072, 5.514, -2.303], [-2.346, -2.891, -1.968], [0.005, -3.093, -1.779], [-3.734, 1.187, -1.300], [0.011, 4.535, -1.227], [-5.075, 1.367, -0.990], [-1.222, 2.898, 0.263], [2.503, -0.104, -4.295], [4.639, -0.429, 1.124], [-3.238, 0.048, -1.774], [1.442, 3.334, -4.060], [1.645, 2.367, -5.971], [1.820, -0.220, 1.059], [-2.150, -1.939, 0.841], [1.666, -1.039, 3.117], [3.105, -0.007, -5.187], [-4.074, -0.979, -1.937], [0.893, 4.523, -1.880], [2.071, 4.152, -1.112], [-6.976, 0.377, -0.853], [-5.413, 2.321, -0.623], [3.187, 2.938, 0.642], [-1.765, -1.713, 3.174], [0.232, 1.721, 3.442], [1.012, 2.535, -5.106], [2.192, 0.091, -1.944], [-1.044, -6.461, 1.272], [6.000, -0.633, 1.163], [2.674, 4.904, -0.820], [6.654, -0.273, 0.383], [-0.120, -5.061, 3.127], [-1.425, -1.847, 6.531], [-4.753, 2.148, 3.586], [4.027, 0.576, -2.939], [-5.931, 0.291, -1.116], [-0.265, 0.308, 6.031], [-1.006, -1.959, -4.115], [5.748, -1.817, 3.264], [-3.217, 2.399, 2.140], [-4.041, 2.850, 3.175], [-3.955, 4.137, 3.659], [0.934, -0.317, -2.018], [2.314, -0.710, 2.114], [-4.597, 4.451, 4.469], [0.462, -0.705, -3.201], [4.191, 0.102, 0.299], [-3.557, -2.220, -2.616], [-1.926, -2.191, 4.469], [-0.585, -4.972, -0.204], [-3.044, 5.025, 3.101], [-0.977, -5.538, -1.037], [-3.032, 2.007, -1.203], [-1.015, 2.207, -3.908], [-4.358, -2.964, -2.623], [-0.619, 2.991, -2.928], [2.418, 3.798, -4.082], [2.547, 0.274, -0.945], [-3.043, -3.457, 2.202], [-2.235, 4.606, 2.068], [-0.618, 0.094, 3.927], [3.013, 0.226, -3.052], [-2.969, 6.039, 3.468], [4.390, -1.598, 3.213], [0.958, -2.567, -1.842], [-0.104, -4.715, 2.106], [0.802, -0.934, -5.310], [-0.633, 0.011, 0.392], [-0.062, -3.704, -0.408], [-2.295, 3.304, 1.573], [4.139, 2.808, 0.133], [6.213, -2.354, 4.076], [-0.640, 1.362, -5.849], [-3.334, -1.978, -3.662], [-0.251, 1.966, -5.041], [-3.387, 0.758, 1.598], [3.818, -0.904, 2.147], [-2.573, -3.094, -0.918], [2.072, 3.015, -0.371], [-6.062, -1.764, -1.714], [-0.014, -3.893, -2.545], [-2.389, -2.446, 1.966], [-1.999, 1.774, -3.781], [-2.211, -3.857, -2.493], [1.216, -0.608, -4.366], [-1.085, -2.141, -1.982], [-0.889, -1.354, -3.197], [-2.478, -3.108, 4.611], [1.268, 2.123, -0.567], [0.416, -2.956, 0.581], [0.819, -2.836, 2.586], [3.227, 3.846, 1.235], [0.400, -3.459, 1.806], [-0.703, -0.293, 5.250], [-1.524, 5.280, 1.615], [-1.657, -0.574, -3.177], [8.416, -2.216, 3.216], [3.737, -1.956, 3.996], [0.573, 3.560, -2.994]],
  "lowdin_charge": [-0.35, -0.05, 0.06, -0.05, 0.05, -0.08, -0.03, -0.17, 0.13, -0.18, -0.14, -0.24, 0.05, -0.11, 0.54, -0.08, 0.00, 0.08, -0.02, 0.11, -0.22, -0.24, -0.04, 0.11, -0.28, -0.14, 0.08, 0.10, 0.11, 0.02, -0.21, 0.87, -0.09, -0.13, 0.11, 0.02, 0.13, 0.12, 0.11, 0.10, 0.08, 0.10, -0.07, 0.10, 0.13, 0.02, -0.71, -0.16, -0.14, 0.06, -0.64, 0.08, -0.28, 0.09, -0.12, 0.01, -0.02, -0.14, 0.11, 0.03, -0.14, 0.11, 0.13, 0.11, 0.06, 0.03, -0.17, -0.71, -0.04, 0.08, 0.01, 0.11, -0.05, 0.11, 1.81, -0.28, -0.74, 0.09, 0.12, 0.10, 0.11, -0.08, 0.62, -0.08, 0.11, -0.53, 0.10, 0.13, -0.67, 0.10, 0.12, -0.04, -0.16, -0.15, 0.11, -0.14, 0.11, 0.09, 0.08, -0.13, -0.09, 0.08, 0.09, 0.05, 0.12, -0.28]
}

[2]
{
  "formula": "C11H22FNO9S",
  "method": "the ωB97M-V functional and the def2-TZVPD basis",
  "smiles": "C=CN(C[C@H](C)O)S(=O)(=O)F.COC(=O)OC.COC(=O)OC",
  "total_energy_ev": -45230.35240,
  "charge": 0,
  "homo_ha": -0.34999,
  "species": ["H", "O", "H", "C", "H", "H", "H", "H", "H", "O", "O", "H", "H", "O", "H", "S", "H", "H", "C", "H", "O", "C", "O", "O", "O", "C", "H", "C", "C", "O", "H", "H", "C", "H", "C", "C", "C", "F", "H", "H", "H", "H", "N", "C", "H"],
  "xyz": [[-1.863, 2.954, 3.364], [-2.028, 3.629, 5.279], [3.033, -2.250, -7.346], [-0.720, -1.269, 0.014], [4.259, -3.013, -4.937], [2.423, -4.487, -7.089], [-0.922, 1.270, 4.135], [3.098, -1.939, -3.059], [2.222, -4.432, -2.831], [0.181, -0.765, -2.446], [-2.178, 4.320, 7.318], [1.743, -0.737, -6.274], [3.069, -0.749, -5.148], [-3.582, 5.192, 5.777], [-2.113, -0.014, 4.488], [0.754, -0.368, -3.679], [-2.664, 6.204, 8.051], [-0.116, -1.979, -0.533], [2.172, -2.413, -3.368], [-0.567, 0.034, 5.345], [-0.432, -0.615, 3.420], [2.940, -2.534, -6.302], [-0.282, -1.308, 1.381], [-1.828, 0.263, 1.875], [4.273, -2.709, -5.855], [1.651, -3.511, -2.800], [-3.512, 3.363, 3.844], [2.262, -1.364, -5.553], [2.184, -3.865, -6.232], [1.747, 0.630, -3.537], [-2.294, 4.950, 9.245], [-0.572, -0.283, -0.405], [-2.793, 5.153, 8.302], [-2.329, 4.654, 3.489], [-2.469, 3.663, 3.919], [-2.687, 4.455, 6.092], [-0.936, -0.482, 2.191], [-0.386, 0.179, -4.578], [-3.851, 4.914, 8.401], [2.570, -4.410, -5.372], [1.111, -3.764, -6.089], [-1.767, -1.564, -0.059], [1.390, -1.767, -4.428], [-1.054, 0.224, 4.393], [0.678, -3.480, -2.328]],
  "lowdin_charge": [0.07, 0.00, 0.14, -0.04, 0.08, 0.08, 0.07, 0.14, 0.07, -0.27, 0.00, 0.13, 0.12, 0.13, 0.10, 0.62, 0.10, 0.07, -0.21, 0.10, 0.01, -0.40, 0.02, 0.12, -0.04, 0.07, 0.10, -0.16, -0.03, -0.23, 0.09, 0.08, -0.04, 0.10, -0.03, -0.62, -0.62, -0.11, 0.10, 0.06, 0.08, 0.11, -0.18, -0.04, 0.07]
}

[3]
{
  "formula": "C7H9N2O2",
  "method": "the ωB97M-V functional and the def2-TZVPD basis",
  "total_energy_ev": -14477.06401,
  "relative_energy_ev": 4.085,
  "charge": -1,
  "homo_ha": -0.09229,
  "species": ["H", "C", "H", "H", "H", "O", "N", "O", "H", "C", "H", "C", "C", "H", "N", "C", "C", "H", "C", "H"],
  "xyz": [[-2.361, -0.897, -0.526], [0.748, -1.507, -0.056], [-1.762, -3.345, -0.844], [-1.833, 2.205, 1.048], [0.000, -3.642, -0.805], [1.231, -0.340, 0.036], [-1.407, -0.603, -0.755], [0.555, 2.762, 1.307], [3.063, 1.649, 1.634], [-0.779, -2.944, -1.109], [-0.726, -2.830, -2.201], [-2.041, 1.310, 0.500], [-1.043, 0.543, 0.028], [-3.075, 1.053, 0.304], [-0.509, -1.702, -0.447], [0.371, 0.752, 0.169], [2.613, 1.818, 0.657], [3.020, 1.123, -0.069], [1.094, 1.752, 0.771], [2.841, 2.844, 0.358]],
  "lowdin_charge": [0.11, -0.18, 0.07, 0.02, 0.06, -0.05, 0.06, -0.09, 0.07, -0.11, 0.08, 0.01, -0.31, 0.02, -0.20, -0.20, -0.03, 0.06, -0.47, 0.07]
}

[4]
{
  "formula": "C4H4O",
  "method": "the ωB97M-V functional and the def2-TZVPD basis",
  "total_energy_ev": -6251.98579,
  "relative_energy_ev": 7.394,
  "charge": 0,
  "homo_ha": [-0.33275, -0.32574],
  "species": ["C", "O", "H", "C", "C", "H", "H", "C", "H"],
  "xyz": [[-1.315, 0.044, -0.070], [-0.552, -1.141, 0.093], [2.612, -0.368, -0.150], [1.589, 0.016, -0.033], [0.693, -1.286, 0.166], [-1.978, 0.219, -0.866], [-1.989, 0.089, 0.773], [1.041, 1.192, 0.004], [-0.100, 1.234, 0.082]],
  "lowdin_charge": [0.01, -0.11, 0.08, -0.22, 0.00, 0.06, 0.08, 0.11, -0.01]
}

[5]
{
  "formula": "C22H29MnN5O5S",
  "method": "the ωB97M-V functional and the def2-TZVPD basis",
  "total_energy_ev": -83121.21487,
  "relative_energy_ev": 0.000,
  "multiplicity": 5,
  "charge": 1,
  "homo_ha": [-0.42202, -0.42447],
  "species": ["H", "H", "H", "C", "S", "H", "H", "C", "N", "C", "H", "C", "H", "H", "N", "O", "C", "H", "H", "H", "H", "N", "Mn", "H", "H", "C", "C", "C", "O", "O", "C", "C", "C", "O", "H", "N", "H", "C", "H", "N", "H", "C", "C", "H", "H", "O", "H", "H", "C", "H", "H", "H", "H", "H", "C", "C", "C", "H", "C", "H", "C", "C", "C"],
  "xyz": [[5.360, 6.503, 5.163], [7.359, 5.109, 4.185], [13.254, 10.835, 6.155], [14.437, 6.742, 6.681], [11.338, 9.615, 7.089], [14.746, 9.897, 5.946], [14.185, 5.768, 9.921], [11.449, 5.513, 9.510], [13.906, 9.896, 7.849], [15.038, 11.858, 6.910], [14.779, 9.497, 8.396], [15.385, 9.859, 11.646], [7.806, 8.709, 7.714], [5.684, 7.456, 6.648], [12.416, 9.201, 9.520], [11.576, 4.744, 10.430], [16.514, 11.437, 6.877], [8.439, 8.091, 5.786], [9.002, 5.456, 4.767], [17.222, 10.580, 12.531], [8.134, 6.739, 3.882], [8.433, 7.293, 6.417], [10.302, 7.499, 7.721], [13.157, 11.855, 9.982], [15.096, 7.095, 5.906], [8.020, 5.878, 4.583], [16.031, 7.285, 8.589], [14.219, 10.592, 6.643], [13.167, 8.140, 11.420], [17.025, 6.611, 8.834], [12.565, 5.830, 8.524], [6.111, 7.112, 5.703], [14.834, 6.564, 8.047], [15.833, 8.597, 8.839], [14.855, 12.584, 6.110], [12.200, 6.054, 7.240], [7.754, 7.095, 8.274], [16.319, 10.830, 12.006], [15.553, 8.837, 11.963], [8.261, 7.789, 7.724], [16.865, 11.391, 5.835], [14.964, 12.510, 10.869], [14.048, 11.532, 10.501], [6.693, 4.382, 6.423], [17.193, 12.121, 7.413], [10.330, 6.173, 9.281], [14.752, 12.303, 7.871], [6.326, 7.973, 5.071], [13.125, 6.459, 6.344], [6.724, 5.446, 7.811], [16.801, 12.958, 11.839], [8.245, 4.809, 7.217], [16.618, 10.410, 7.336], [14.865, 13.538, 10.558], [13.310, 9.083, 10.662], [16.100, 12.155, 11.628], [7.286, 5.201, 6.882], [12.793, 6.550, 5.303], [13.891, 6.007, 8.917], [11.517, 8.721, 9.657], [12.662, 9.582, 8.214], [7.447, 6.350, 5.928], [14.265, 10.184, 10.860]],
  "lowdin_spin": [0.00, 0.00, 0.00, -0.04, 0.02, 0.00, 0.00, 0.01, -0.01, 0.00, 0.00, 0.00, 0.00, 0.00, 0.01, -0.11, 0.00, 0.00, 0.00, 0.00, 0.00, 0.04, 4.29, 0.00, 0.00, 0.00, 0.00, 0.00, 0.00, -0.03, -0.01, 0.00, -0.02, 0.00, 0.00, -0.11, 0.00, 0.00, 0.00, -0.01, 0.00, 0.00, 0.00, 0.00, 0.00, -0.05, 0.00, 0.00, 0.01, 0.00, 0.00, 0.00, 0.00, 0.00, 0.00, 0.00, 0.00, 0.00, 0.00, 0.00, 0.01, 0.00, 0.00]
}

[6]
{
  "formula": "C5H10O2",
  "method": "the ωB97M-V functional and the def2-TZVPD basis",
  "total_energy_ev": -9430.45878,
  "relative_energy_ev": 2.642,
  "multiplicity": 2,
  "charge": 1,
  "homo_ha": [-0.49128, -0.49128],
  "species": ["H", "C", "H", "O", "H", "C", "H", "C", "O", "H", "H", "C", "H", "H", "C", "H", "H"],
  "xyz": [[-1.194, 2.128, 1.435], [-1.432, 0.995, 1.463], [-3.493, 0.012, 1.318], [0.225, -3.172, -5.607], [-1.109, -1.168, 0.857], [0.718, 0.050, 0.619], [3.319, 0.989, 0.362], [-2.854, 0.564, 1.907], [2.685, 1.501, 1.070], [-3.001, 0.151, 2.793], [0.914, -2.630, -5.151], [-0.801, -0.074, 0.900], [-3.501, 1.452, 1.861], [-0.070, -3.970, -5.054], [1.495, 1.045, 1.102], [1.128, -0.679, 0.059], [0.963, 1.594, 1.872]],
  "lowdin_spin": [0.01, 0.26, 0.01, 0.00, 0.00, 0.24, 0.00, 0.04, 0.15, 0.01, 0.00, 0.08, 0.00, 0.00, 0.20, 0.01, 0.00]
}